The following is a DFT calculation (ωB97M-V with the def2-TZVPD basis set) of a 9-piece molecular cluster, C9H37O9 overall at a distorted geometry.

The value obtained for the max |F| is 1.4 eV/A. The total energy is -28355.19796 eV. The multiplicity is 1. The charge is +1. The HOMO-LUMO gap is 9.448 eV. The calculation puts the energy above the lowest of the compared OMol25 structures with the same formula, charge and spin at 0.0 kJ/mol.

Cartesian coordinates (Å):
O1 0.172 0.330 -1.626
H1 -0.073 -0.630 -1.521
H2 0.067 0.836 -0.758
H3 1.138 0.359 -1.904
O2 -2.394 0.983 -2.722
H4 -3.208 1.152 -3.213
H5 -1.852 0.413 -3.308
O3 2.675 0.379 -2.555
H6 3.434 0.197 -3.118
H7 2.881 1.222 -2.111
O4 -0.593 -0.461 -4.252
H8 -0.623 -1.405 -4.064
H9 -0.370 -0.408 -5.191
O5 0.045 -2.405 -1.681
H10 -0.155 -3.100 -1.040
H11 0.247 -2.873 -2.500
O6 2.248 2.758 -0.995
H12 2.442 2.671 -0.052
H13 2.406 3.689 -1.200
C1 0.053 2.412 2.796
C2 -0.619 1.776 1.581
C3 -1.198 2.774 0.606
O7 0.327 0.886 0.937
H14 0.935 2.992 2.525
H15 0.314 1.647 3.532
H16 -0.663 3.014 3.360
H17 -1.417 1.103 1.910
H18 -0.464 3.061 -0.152
H19 -1.541 3.645 1.157
H20 -2.042 2.334 0.071
H21 0.995 0.519 1.536
C4 2.786 -1.841 1.048
C5 3.115 -0.944 2.224
C6 3.872 0.324 1.808
O8 1.936 -0.631 2.963
H22 2.249 -1.282 0.275
H23 2.142 -2.663 1.359
H24 3.705 -2.229 0.612
H25 3.761 -1.533 2.888
H26 4.918 0.090 1.624
H27 3.694 1.124 2.530
H28 3.437 0.760 0.899
H29 2.160 -0.161 3.771
C7 -2.935 -1.821 1.471
C8 -3.080 -1.551 -0.014
C9 -4.207 -2.292 -0.688
O9 -3.219 -0.133 -0.155
H30 -3.910 -2.006 1.925
H31 -2.420 -1.007 1.976
H32 -2.367 -2.728 1.701
H33 -2.154 -1.845 -0.527
H34 -5.109 -2.501 -0.106
H35 -3.869 -3.305 -0.941
H36 -4.552 -1.809 -1.603
H37 -3.121 0.113 -1.091



The following is a DFT calculation (ωB97M-V with the def2-TZVPD basis set) of one molecule with the formula C23H28FN3O4S at a distorted geometry.

The value obtained for the max |F| is 17.6 eV/A. The total energy is -50496.10989 eV. As for the SMILES: Cc1ccc(NC(=O)c2cc(S(=O)(=O)N3CCCCC3)ccc2N2CCOCC2)cc1F. The multiplicity is 1. The charge is 0. The HOMO-LUMO gap is 8.098 eV. The calculation puts the energy above the lowest of the compared OMol25 structures with the same formula, charge and spin at 2325.7 kJ/mol.

Cartesian coordinates (Å):
C1 6.375 3.876 0.493
C2 5.317 2.924 0.462
C3 5.271 1.947 1.312
C4 4.085 0.963 1.354
C5 2.972 1.022 0.380
N1 1.862 0.320 0.499
C6 1.465 -0.493 1.335
O1 2.131 -0.995 2.111
C7 0.193 -1.435 0.874
C8 -0.856 -0.270 1.229
C9 -2.195 -0.721 0.811
S1 -3.531 0.399 1.234
O2 -4.368 0.138 2.236
O3 -2.871 1.754 1.323
N2 -4.268 0.425 0.004
C10 -3.576 1.152 -1.294
C11 -3.942 2.741 -1.201
C12 -5.250 2.795 -1.182
C13 -6.145 2.225 0.063
C14 -5.791 0.616 -0.214
C15 -2.554 -2.007 0.599
C16 -1.429 -3.031 0.306
C17 -0.147 -2.603 0.573
N3 0.926 -3.405 0.147
C18 0.714 -4.270 -0.872
C19 1.740 -3.781 -1.800
O4 3.127 -3.860 -1.314
C20 3.152 -3.149 -0.018
C21 2.219 -3.603 0.796
C22 2.916 2.186 -0.304
C23 3.977 2.982 -0.204
F1 4.046 4.163 -1.366
H1 7.025 3.572 1.150
H2 6.761 4.009 -0.580
H3 6.150 4.872 0.959
H4 5.920 1.623 1.937
H5 4.060 0.266 2.281
H6 1.232 0.565 -0.047
H7 -0.615 0.552 1.668
H8 -2.470 0.947 -1.216
H9 -3.681 0.736 -2.367
H10 -3.544 3.094 -0.327
H11 -3.303 3.129 -2.196
H12 -5.395 3.797 -1.250
H13 -5.712 2.592 -2.389
H14 -5.465 2.480 0.755
H15 -7.003 2.195 -0.160
H16 -6.136 -0.003 0.657
H17 -6.227 0.279 -1.222
H18 -3.536 -2.370 0.283
H19 -1.677 -3.827 -0.054
H20 -0.263 -4.201 -1.577
H21 0.858 -5.397 -0.855
H22 1.912 -4.557 -2.766
H23 1.677 -2.725 -2.318
H24 4.209 -3.198 -0.026
H25 3.023 -2.168 -0.325
H26 2.210 -3.234 1.722
H27 2.328 -4.524 1.012
H28 2.095 2.490 -1.123



The following is a DFT calculation (ωB97M-V with the def2-TZVPD basis set) of a 2-piece molecular cluster, C23H26NO3 overall at a distorted geometry.

The value obtained for the max |F| is 2.8 eV/A. The total energy is -31896.51871 eV. The multiplicity is 1. The charge is +1. The HOMO-LUMO gap is 6.694 eV. The calculation puts the energy above the lowest of the compared OMol25 structures with the same formula, charge and spin at 238.9 kJ/mol.

Cartesian coordinates (Å):
C1 5.146 4.153 0.071
O1 5.192 2.782 -0.327
C2 4.048 2.034 -0.361
C3 4.230 0.645 -0.608
C4 3.141 -0.181 -0.593
C5 1.815 0.306 -0.328
C6 0.691 -0.592 -0.333
C7 -0.623 -0.304 0.178
C8 -1.758 -1.023 -0.313
C9 -3.052 -0.691 0.027
C10 -3.237 0.419 0.879
O2 -4.557 0.810 1.193
C11 -5.266 1.664 0.338
C12 -6.262 1.094 -0.462
C13 -6.904 1.906 -1.402
C14 -6.577 3.258 -1.504
C15 -5.590 3.806 -0.687
C16 -4.904 3.009 0.231
C17 -2.167 1.132 1.451
C18 -0.872 0.718 1.158
C19 1.653 1.718 -0.189
C20 2.746 2.569 -0.152
H1 6.183 4.458 0.045
H2 4.569 4.758 -0.624
H3 4.753 4.271 1.078
H4 5.205 0.265 -0.855
H5 3.252 -1.252 -0.781
H6 0.749 -1.394 -1.086
H7 -1.590 -1.811 -1.041
H8 -3.915 -1.190 -0.419
H9 -6.504 0.033 -0.326
H10 -7.666 1.448 -2.037
H11 -7.088 3.871 -2.239
H12 -5.345 4.860 -0.756
H13 -4.123 3.411 0.876
H14 -2.372 2.042 2.029
H15 -0.049 1.240 1.637
H16 0.660 2.138 -0.147
H17 2.609 3.647 -0.023
C21 3.388 -5.739 0.054
C22 2.229 -4.871 0.454
O3 2.011 -5.162 1.838
C23 2.509 -3.394 0.184
N1 1.474 -2.438 0.495
H18 3.678 -5.604 -0.990
H19 4.265 -5.505 0.660
H20 3.173 -6.792 0.204
H21 1.336 -5.147 -0.126
H22 1.288 -4.583 2.149
H23 3.410 -3.096 0.734
H24 2.799 -3.288 -0.868
H25 1.739 -1.708 1.239
H26 0.477 -2.701 0.377



The following is a DFT calculation (ωB97M-V with the def2-TZVPD basis set) of C15H35CuN6O8 as an isolated structure at a distorted geometry.

The value obtained for the max |F| is 2.3 eV/A. The total energy is -86073.10664 eV. The multiplicity is 2. The charge is +1. The HOMO-LUMO gap (spin up / spin down) is 7.808 / 2.790 eV. The calculation puts the energy above the lowest of the compared OMol25 structures with the same formula, charge and spin at 256.0 kJ/mol.

Cartesian coordinates (Å):
Cu1 -0.805 -1.384 2.471
N1 -0.595 0.062 -0.787
O1 -0.859 -0.335 0.353
O2 0.320 -0.487 -1.462
O3 -1.179 1.042 -1.291
C1 2.380 -4.235 1.791
C2 1.851 -2.990 1.116
O4 0.813 -2.423 1.478
N2 2.404 -2.593 -0.044
C3 3.624 -3.136 -0.651
H1 3.163 -4.111 2.533
H2 2.827 -4.879 1.028
H3 1.503 -4.792 2.113
H4 1.838 -1.932 -0.569
H5 4.515 -3.136 -0.027
H6 3.854 -2.474 -1.484
H7 3.363 -4.129 -1.018
C4 -0.519 -0.723 -4.850
C5 -0.416 -2.208 -4.646
O5 -0.733 -3.026 -5.498
N3 -0.024 -2.620 -3.419
C6 -0.006 -4.034 -3.090
H8 -0.301 -0.151 -3.950
H9 -1.521 -0.504 -5.222
H10 0.144 -0.427 -5.665
H11 0.129 -1.957 -2.671
H12 0.591 -4.597 -3.806
H13 -1.009 -4.458 -3.069
H14 0.464 -4.144 -2.113
C7 2.473 -0.694 5.556
C8 1.845 -0.426 4.218
O6 0.778 -0.924 3.873
N4 2.543 0.357 3.381
C9 2.056 0.800 2.092
H15 2.752 0.270 5.985
H16 3.408 -1.240 5.424
H17 1.779 -1.271 6.157
H18 3.356 0.848 3.713
H19 1.651 -0.018 1.497
H20 2.867 1.238 1.512
H21 1.284 1.559 2.224
C10 -0.750 3.882 -3.788
C11 -2.217 4.028 -3.516
O7 -2.835 5.001 -4.027
N5 -2.757 3.140 -2.727
C12 -4.165 2.870 -2.574
H22 -0.603 3.028 -4.452
H23 -0.202 3.616 -2.881
H24 -0.271 4.776 -4.178
H25 -2.123 2.466 -2.318
H26 -4.567 3.119 -1.590
H27 -4.333 1.807 -2.745
H28 -4.857 3.378 -3.246
C13 -0.924 2.560 4.498
C14 -1.487 1.987 3.251
O8 -1.147 0.850 2.930
N6 -2.328 2.732 2.523
C15 -2.906 2.370 1.247
H29 -1.685 2.555 5.293
H30 -0.575 3.592 4.573
H31 -0.168 1.914 4.938
H32 -2.480 3.681 2.822
H33 -2.769 1.317 1.021
H34 -2.495 3.001 0.455
H35 -3.971 2.608 1.308



The following is a DFT calculation (ωB97M-V with the def2-TZVPD basis set) of an isolated ion of composition C3H3N2S and charge +1 at a distorted geometry.

The value obtained for the max |F| is 3.4 eV/A. The total energy is -16962.79510 eV. The multiplicity is 1. The charge is +1. The HOMO-LUMO gap (spin up / spin down) is 7.708 / 7.709 eV. The calculation puts the energy above the lowest of the compared OMol25 structures with the same formula, charge and spin at 323.9 kJ/mol.

Cartesian coordinates (Å):
C1 1.839 0.541 -1.134
C2 -0.050 -0.205 2.172
C3 -0.721 -0.474 0.948
N1 1.089 -0.041 -0.467
N2 0.462 -0.841 0.222
S1 0.923 -0.024 3.317
H1 2.458 1.035 -1.826
H2 -1.397 -1.337 1.018
H3 -1.292 0.378 0.554



Please write out number 2 again, unchanged.
The following is a DFT calculation (ωB97M-V with the def2-TZVPD basis set) of one molecule with the formula C23H28FN3O4S at a distorted geometry.

The value obtained for the max |F| is 17.6 eV/A. The total energy is -50496.10989 eV. As for the SMILES: Cc1ccc(NC(=O)c2cc(S(=O)(=O)N3CCCCC3)ccc2N2CCOCC2)cc1F. The multiplicity is 1. The charge is 0. The HOMO-LUMO gap is 8.098 eV. The calculation puts the energy above the lowest of the compared OMol25 structures with the same formula, charge and spin at 2325.7 kJ/mol.

Cartesian coordinates (Å):
C1 6.375 3.876 0.493
C2 5.317 2.924 0.462
C3 5.271 1.947 1.312
C4 4.085 0.963 1.354
C5 2.972 1.022 0.380
N1 1.862 0.320 0.499
C6 1.465 -0.493 1.335
O1 2.131 -0.995 2.111
C7 0.193 -1.435 0.874
C8 -0.856 -0.270 1.229
C9 -2.195 -0.721 0.811
S1 -3.531 0.399 1.234
O2 -4.368 0.138 2.236
O3 -2.871 1.754 1.323
N2 -4.268 0.425 0.004
C10 -3.576 1.152 -1.294
C11 -3.942 2.741 -1.201
C12 -5.250 2.795 -1.182
C13 -6.145 2.225 0.063
C14 -5.791 0.616 -0.214
C15 -2.554 -2.007 0.599
C16 -1.429 -3.031 0.306
C17 -0.147 -2.603 0.573
N3 0.926 -3.405 0.147
C18 0.714 -4.270 -0.872
C19 1.740 -3.781 -1.800
O4 3.127 -3.860 -1.314
C20 3.152 -3.149 -0.018
C21 2.219 -3.603 0.796
C22 2.916 2.186 -0.304
C23 3.977 2.982 -0.204
F1 4.046 4.163 -1.366
H1 7.025 3.572 1.150
H2 6.761 4.009 -0.580
H3 6.150 4.872 0.959
H4 5.920 1.623 1.937
H5 4.060 0.266 2.281
H6 1.232 0.565 -0.047
H7 -0.615 0.552 1.668
H8 -2.470 0.947 -1.216
H9 -3.681 0.736 -2.367
H10 -3.544 3.094 -0.327
H11 -3.303 3.129 -2.196
H12 -5.395 3.797 -1.250
H13 -5.712 2.592 -2.389
H14 -5.465 2.480 0.755
H15 -7.003 2.195 -0.160
H16 -6.136 -0.003 0.657
H17 -6.227 0.279 -1.222
H18 -3.536 -2.370 0.283
H19 -1.677 -3.827 -0.054
H20 -0.263 -4.201 -1.577
H21 0.858 -5.397 -0.855
H22 1.912 -4.557 -2.766
H23 1.677 -2.725 -2.318
H24 4.209 -3.198 -0.026
H25 3.023 -2.168 -0.325
H26 2.210 -3.234 1.722
H27 2.328 -4.524 1.012
H28 2.095 2.490 -1.123